11
Properties=species:S:1:pos:R:3:lowdin_charge:R:1 method="wB97M-V/def2-TZVPD" gap_ev="7.6201 / 7.2433" total_charge=0 e_lumo_ev="-0.5 / -0.8" e_homo_ev="-8.1 / -8.0"
C -4.29164 -0.12177 0.01086 -0.39
C -2.97104 -0.55590 -0.11959 -0.47
C -0.21275 -0.06175 0.07635 -0.48
C 1.10139 0.65431 -0.19183 -0.15
N -5.42812 0.09145 -0.08551 0.12
S -1.77490 0.59622 0.11072 1.03
H -2.86906 -1.56830 -0.30876 0.04
H -0.25546 -1.16761 0.17510 0.07
H 1.07455 1.62894 -0.73472 0.09
H 1.57777 -0.07626 -0.87937 0.08
H 1.58684 0.55440 0.74048 0.05

---

12
Properties=species:S:1:pos:R:3:lowdin_charge:R:1 method="wB97M-V/def2-TZVPD" gap_ev=3.4316 total_charge=0 e_lumo_ev=-5.2 e_homo_ev=-8.7
Zn 0.13944 -0.04835 -1.10116 0.84
Br 3.55225 -1.98375 -1.81822 -0.40
Br -2.63140 1.76832 -3.52842 -0.40
O 1.44356 3.14650 -0.22359 -0.09
H 1.90832 3.79871 -0.74786 0.04
H 1.51583 3.46579 0.67587 0.03
O -0.10420 -0.10041 2.58156 -0.08
H 0.63891 0.19988 3.10487 0.03
H -0.86974 0.07604 3.12842 0.03
O -1.66423 -3.12521 -0.80387 -0.09
H -1.37971 -4.03884 -0.82736 0.04
H -2.54903 -3.15867 -0.44024 0.03

---

16
Properties=species:S:1:pos:R:3:lowdin_charge:R:1 method="wB97M-V/def2-TZVPD" gap_ev=10.5514 total_charge=+1 e_lumo_ev=-3.4 smiles="CC1=C(C)[NH2+]C1" e_homo_ev=-14.0
C -1.45966 -1.56326 -0.10173 -0.02
C -0.25378 -0.60081 -0.10236 -0.19
C -0.06676 0.80358 -0.09510 -0.08
C -0.61352 2.12446 0.19681 -0.02
N 1.55797 0.37127 -0.19163 0.13
C 1.21586 -1.18858 -0.05516 0.04
H -1.27333 -2.18256 0.68640 0.04
H -1.41266 -2.09023 -1.10310 0.11
H -2.45886 -1.04742 0.12789 0.12
H -1.73617 2.10291 0.40450 0.14
H -0.12864 2.86088 -0.38281 0.08
H -0.13990 2.39972 1.13923 0.09
H 1.88044 0.79299 0.62913 0.13
H 1.94303 0.56141 -1.14310 0.19
H 1.41151 -1.58254 0.91194 0.12
H 1.53446 -1.76181 -0.92093 0.13

---

21
Properties=species:S:1:pos:R:3:lowdin_charge:R:1 method="wB97M-V/def2-TZVPD" gap_ev=8.3912 total_charge=+1 e_lumo_ev=-4.9 e_homo_ev=-13.3
C -1.83298 -0.24695 2.99464 0.01
C 0.22180 0.90473 2.46338 0.17
N -0.66462 0.04400 2.16570 -0.02
H -1.81099 -1.31075 3.22815 0.11
H -2.73590 -0.02293 2.42994 0.11
H -1.79243 0.38722 3.87683 0.10
H 0.22519 1.31712 3.46734 0.13
H 0.97810 1.21159 1.75533 0.11
H -0.46189 -0.59658 1.35503 0.04
C 0.81084 0.90649 -3.15520 -0.10
C 0.89045 -0.43019 -2.40509 -0.33
C 0.65629 -0.27210 -0.90228 -0.56
S 0.57838 -1.93070 -0.10290 0.75
H 0.99396 0.78963 -4.21590 0.08
H 1.51825 1.63814 -2.76164 0.08
H -0.18767 1.34417 -3.02420 0.08
H 0.16727 -1.14046 -2.81331 0.10
H 1.87488 -0.84707 -2.61673 0.11
H -0.27171 0.26827 -0.71860 0.07
H 1.49637 0.26082 -0.45531 0.07
H -0.65360 -2.27445 -0.56518 -0.09

---

54
Properties=species:S:1:pos:R:3:lowdin_charge:R:1 method="wB97M-V/def2-TZVPD" gap_ev=6.5734 total_charge=-1 e_lumo_ev=1.9 e_homo_ev=-4.7
Na -1.41617 0.88797 -0.17073 -0.04
Cl -5.53583 -0.26065 0.97929 0.55
C -4.16813 -0.79539 0.01561 -1.00
Cl -3.68855 0.23325 -1.37403 0.58
H -4.30473 -1.82822 -0.41923 0.05
H -3.26264 -0.83914 0.58834 -0.04
O 3.27875 -0.90338 -3.46864 -0.29
S 3.35920 0.52394 -3.54500 0.61
O 3.91307 1.19419 -4.68992 -0.30
N 1.85815 1.14323 -3.27367 -0.08
C 1.78074 1.75139 -2.16775 -0.82
S 0.36498 2.55766 -1.51161 0.52
C 3.05226 1.64755 -1.32929 -0.20
C 3.17141 1.88735 0.03680 -0.03
C 4.45070 1.74278 0.59275 -0.05
C 5.54876 1.31688 -0.22323 -0.07
C 5.37886 0.88797 -1.54319 -0.05
C 4.11144 1.05708 -2.09882 -0.24
H 2.38879 2.17394 0.69811 0.09
H 4.60875 1.88180 1.62188 0.08
H 6.53207 1.38702 0.24700 0.10
H 6.22472 0.47247 -2.14614 0.13
C -3.26871 3.82032 2.22744 -0.29
P -2.50754 2.12672 2.16822 0.81
C -3.21722 1.33792 3.71199 -0.28
C -0.89013 2.44652 2.88946 -0.31
H -3.50877 4.05305 3.27248 0.03
H -4.21878 3.90471 1.73613 0.01
H -2.61062 4.58970 1.79553 0.04
H -3.07107 2.02528 4.54820 0.03
H -2.57528 0.44936 3.83802 0.04
H -4.29674 1.16737 3.55753 0.02
H -0.97873 2.98281 3.89642 0.07
H -0.37406 3.11771 2.17504 0.04
H -0.41424 1.48994 2.99635 0.02
C -1.10788 -4.73629 -1.07031 -0.07
C -1.63399 -3.58547 -0.20807 -0.33
O -0.65218 -3.22337 0.70162 -0.32
P -0.17431 -1.66827 1.12571 0.03
O -1.39030 -0.86606 1.58527 -0.45
Te 1.80143 -1.81339 2.29488 0.30
O 0.09275 -1.08596 -0.36581 -0.38
C 0.95772 -1.68397 -1.34228 -0.27
C 0.19460 -1.74677 -2.69638 -0.04
H -1.91657 -5.21262 -1.64903 0.08
H -0.78048 -5.49068 -0.37937 0.07
H -0.26371 -4.48181 -1.74418 0.07
H -2.48090 -3.96262 0.30897 0.10
H -1.84312 -2.78252 -0.90655 0.09
H 1.22849 -2.72788 -0.97659 0.12
H 1.91764 -1.15220 -1.43125 0.09
H -0.42177 -2.59805 -2.57053 0.03
H 0.93011 -2.02800 -3.44185 0.07
H -0.17226 -0.78515 -2.86558 0.05

---

48
Properties=species:S:1:pos:R:3:lowdin_charge:R:1 method="wB97M-V/def2-TZVPD" gap_ev=5.9019 total_charge=-1 e_lumo_ev=2.0 e_homo_ev=-3.9
C 0.70749 -3.24501 6.03512 -0.08
O 0.31596 -3.69440 4.71772 -0.10
C -0.15326 -2.76726 3.84516 -0.28
C -0.50615 -3.21630 2.54653 0.00
C -0.97556 -2.31721 1.61367 -0.01
C -1.11436 -0.95009 1.91961 -0.14
C -1.74127 -0.02861 0.90361 -0.50
C -1.55002 1.38188 1.07884 -0.43
S -2.45422 2.43689 0.10092 1.01
C -3.76611 3.08032 1.19502 -0.27
C -1.32744 3.86742 0.12242 -0.25
O -2.40663 -0.48591 -0.05332 -0.04
C -0.74976 -0.51172 3.20076 -0.04
C -0.26991 -1.39298 4.16160 -0.03
H 1.05058 -4.15433 6.52813 0.09
H 1.52645 -2.51303 5.98118 0.09
H -0.14254 -2.80626 6.57850 0.09
H -0.38878 -4.26814 2.30301 0.11
H -1.24747 -2.64974 0.61529 0.12
H -1.02407 1.84843 1.92325 0.07
H -4.23323 3.89497 0.62884 0.04
H -4.46516 2.25316 1.36346 0.06
H -3.31971 3.44060 2.12800 0.05
H -1.82786 4.65063 -0.45842 0.05
H -1.17765 4.17378 1.16245 0.05
H -0.39099 3.55197 -0.34883 0.05
H -0.84407 0.54016 3.47009 0.10
H 0.01779 -0.99111 5.13298 0.09
O 2.68886 -1.03370 -7.44170 0.08
C 2.18895 -0.70672 -6.45324 -0.19
Co 1.43917 -0.30318 -4.89777 -0.01
C 0.98657 -1.84999 -4.15533 -0.15
O 0.67502 -2.89216 -3.76580 0.11
C -0.12918 -0.02749 -5.63241 -0.18
O -1.16105 0.05715 -6.14244 0.10
C 1.13125 1.21193 -3.62046 -0.22
C 0.90876 1.04673 -2.27373 -0.37
C 0.03586 1.17058 -1.25689 -0.07
Co 2.52093 0.42412 -2.76059 0.02
C 2.28989 -0.92795 -1.64356 -0.14
O 2.09907 -1.80624 -0.91420 0.12
C 3.58705 -0.36257 -4.07250 -0.21
O 4.60701 -0.73737 -4.49245 0.06
C 3.78706 1.26420 -1.81977 -0.12
O 4.58809 1.82113 -1.19946 0.09
H 0.86645 2.12963 -4.15701 0.06
H 0.37471 1.05301 -0.22152 0.05
H -1.02651 1.34079 -1.47472 0.03

---

8
Properties=species:S:1:pos:R:3:lowdin_charge:R:1 method="wB97M-V/def2-TZVPD" gap_ev="7.5366 / 7.8870" total_charge=0 e_lumo_ev="-1.1 / -0.2" e_homo_ev="-8.6 / -8.1"
C -1.30381 -0.29427 -0.82677 0.05
P 1.07174 0.23449 0.69522 0.20
S 0.99514 0.86149 2.51127 0.04
H -0.61907 -0.49852 -1.51455 -0.07
H -1.72214 -1.17622 -0.38800 0.00
H -1.55178 0.59767 -0.43296 -0.06
H 1.24700 1.20695 -0.36343 -0.08
H 1.88292 -0.93159 0.31923 -0.07

---

21
Properties=species:S:1:pos:R:3:lowdin_spin:R:1 method="wB97M-V/def2-TZVPD" gap_ev="10.5304 / 8.4151" total_charge=+1 spin_multiplicity=2 e_lumo_ev="-4.8 / -7.0" s2=0.76 e_homo_ev="-15.4 / -15.4"
C -2.03199 0.26845 0.33591 0.10
C -1.56193 -0.74045 -0.68494 0.01
C -0.13644 -1.44337 -0.56114 0.00
C 0.93726 -0.49047 -0.16062 0.00
C 1.25759 0.44626 -1.16681 0.00
C 1.74288 -0.54265 1.10850 0.00
H -1.39403 1.21911 0.39207 0.02
H -3.04732 0.53367 0.04780 0.00
H -2.00642 -0.11071 1.35986 0.00
H -1.67488 -0.42111 -1.72738 0.00
H -2.16352 -1.66047 -0.67093 0.01
H 0.12945 -1.84726 -1.54054 0.00
H -0.25644 -2.29917 0.10803 0.00
H 2.30348 0.68426 -1.35549 0.00
H 0.75726 0.33226 -2.12405 0.00
H 2.00935 -1.57945 1.33677 0.00
H 1.25291 -0.05810 1.94436 0.00
H 2.73379 -0.15629 0.82261 0.00
H 0.58170 0.95774 -0.21736 0.00
H -0.02748 2.95469 0.52338 0.01
O -0.01794 2.06459 0.91568 0.84

---

105
Properties=species:S:1:pos:R:3:lowdin_spin:R:1 method="wB97M-V/def2-TZVPD" gap_ev="5.4159 / 4.7888" total_charge=+3 spin_multiplicity=2 e_lumo_ev="-9.0 / -9.7" s2=0.76 e_homo_ev="-14.5 / -14.5"
Re -0.42944 0.97528 0.76118 0.84
C -2.39392 -1.56661 2.08079 0.00
O -1.08856 -0.96914 1.91289 0.01
C -0.05360 -1.63682 2.54705 0.00
C -0.14488 -2.92064 3.05730 0.00
C 0.98446 -3.45140 3.66688 0.00
C 2.16356 -2.72261 3.75315 0.00
C 2.24086 -1.43867 3.24162 0.00
C 1.11478 -0.89775 2.63826 0.00
N 1.06389 0.41029 2.05029 0.00
N 2.10819 1.07625 2.31447 0.00
C 2.33815 2.35545 1.94966 0.00
C 1.37229 3.20905 1.41116 0.01
O 0.17530 2.73297 1.06695 0.04
C 1.59592 4.59121 1.27629 0.00
C 2.82348 5.09582 1.59743 0.00
C 3.87731 4.27249 2.06497 0.00
C 5.14774 4.81918 2.34459 0.00
C 6.15812 4.01505 2.80124 0.00
C 5.93020 2.64333 2.98726 0.00
C 4.70208 2.08450 2.72276 0.00
C 3.64883 2.88988 2.26129 0.00
H -2.64552 -1.55441 3.14033 0.00
H -2.38665 -2.58666 1.69434 0.00
H -3.09387 -0.98208 1.49991 0.00
H -1.06083 -3.49158 3.00137 0.00
H 0.93676 -4.44707 4.08437 0.00
H 3.03124 -3.15749 4.22585 0.00
H 3.15192 -0.86855 3.30722 0.00
H 0.79703 5.21934 0.90933 0.00
H 3.01328 6.15481 1.48202 0.00
H 5.30933 5.87807 2.19945 0.00
H 7.12817 4.43338 3.02322 0.00
H 6.73276 2.01642 3.34762 0.00
H 4.54675 1.02739 2.87262 0.00
C -1.39873 2.05764 3.60392 0.00
O -1.88442 1.41680 2.39702 0.01
C -3.12692 1.97170 1.91838 0.00
C -2.79712 2.99993 0.86197 0.00
O -2.04164 2.28618 -0.15289 0.01
C -1.80516 3.15230 -1.28041 0.00
H -2.16571 1.96459 4.37110 0.00
H -1.17060 3.10479 3.40984 0.00
H -0.50466 1.52158 3.91073 0.00
H -3.70253 2.37303 2.75152 0.00
H -3.68451 1.14909 1.46952 0.00
H -2.18101 3.81702 1.24624 0.00
H -3.69967 3.41166 0.40606 0.00
H -2.75783 3.56905 -1.61141 0.00
H -1.38675 2.54599 -2.07380 0.00
H -1.11604 3.94945 -0.99778 0.00
Cl -7.25721 -2.50882 -5.00353 0.00
C -5.86595 -3.04575 -4.14337 0.00
C -4.90619 -3.82132 -4.78903 0.00
C -3.79543 -4.24201 -4.08274 0.00
C -3.60946 -3.90319 -2.74215 0.00
C -2.36415 -4.36572 -2.03090 0.00
C -1.13489 -3.50721 -2.40558 0.00
N -1.32844 -2.11900 -1.98391 0.01
C -2.11753 -1.16737 -2.57550 0.00
C -2.09811 -0.08983 -1.75267 0.00
N -1.31517 -0.37232 -0.64310 0.01
C -0.85766 -1.60781 -0.85475 0.01
O -2.10365 -5.69611 -2.39916 0.00
C -1.45587 -6.51284 -1.41528 0.00
C -1.99049 -6.32524 -0.02733 0.00
C -3.30280 -6.49761 0.34296 0.00
Cl -4.59002 -6.96440 -0.67740 0.00
S -3.59182 -6.15338 1.99712 0.00
C -1.94109 -5.76360 2.23284 0.00
C -1.21279 -5.89219 1.08199 0.00
C -4.59110 -3.13400 -2.13513 0.00
Cl -4.42565 -2.64920 -0.46171 0.00
C -5.72014 -2.70043 -2.80802 0.00
H -5.04570 -4.10140 -5.82224 0.00
H -3.06512 -4.87552 -4.56746 0.00
H -2.51198 -4.29071 -0.94941 0.00
H -0.95035 -3.53385 -3.47901 0.00
H -0.24376 -3.86308 -1.88660 0.00
H -2.65125 -1.35920 -3.48740 0.00
H -2.65391 0.81699 -1.84498 0.00
H -0.20417 -2.15435 -0.19530 0.00
H -0.37637 -6.32315 -1.41856 0.00
H -1.61488 -7.52965 -1.77595 0.00
H -1.58460 -5.53466 3.22336 0.00
H -0.14313 -5.75072 1.03099 0.00
H -6.47570 -2.11769 -2.30348 0.00
N 1.24398 2.39546 -2.80170 0.00
C 1.91587 1.99253 -1.72973 0.00
S 1.38225 0.59763 -0.77806 0.03
N 3.08224 2.51347 -1.40694 0.00
C 3.84191 3.51255 -2.09164 0.00
C 5.21872 3.33107 -2.13735 0.00
C 6.00471 4.28351 -2.76466 0.00
C 5.41856 5.40392 -3.33927 0.00
C 4.04593 5.58308 -3.26904 0.00
C 3.24520 4.64130 -2.63698 0.00
H 0.53593 1.77271 -3.15725 0.00
H 1.67667 3.03576 -3.45834 0.00
H 3.55268 2.05577 -0.63539 0.00
H 5.67056 2.45039 -1.70026 0.00
H 7.07488 4.14570 -2.81181 0.00
H 6.03383 6.13916 -3.83771 0.00
H 3.59216 6.46543 -3.69651 0.00
H 2.18865 4.83744 -2.52014 0.00

---

18
Properties=species:S:1:pos:R:3:lowdin_charge:R:1 method="wB97M-V/def2-TZVPD" gap_ev=9.1176 total_charge=0 e_lumo_ev=0.6 e_homo_ev=-8.5
C 0.74871 1.91700 0.69739 -0.13
C 0.30593 1.28573 -0.68280 -0.29
N 0.52388 -0.22497 -0.55304 -0.51
S 2.01665 -0.90420 -1.04849 0.73
C -0.65513 -0.98312 -0.28159 -0.49
C -0.36144 -2.00136 0.72596 -0.08
N -1.87063 -0.80859 -0.46438 0.00
O -2.34166 0.25626 -1.15123 -0.09
H 1.69912 1.24508 1.04879 0.10
H -0.18567 1.84445 1.35937 0.07
H 1.12566 3.11063 0.50125 0.12
H -0.68954 1.46292 -1.08062 0.07
H 1.09740 1.90274 -1.38647 0.13
H 2.52557 -1.45382 0.28272 -0.06
H -1.14760 -2.23932 1.45352 0.08
H 0.08254 -2.75212 0.06232 0.07
H 0.51249 -1.79531 1.51215 0.11
H -3.38628 0.13801 -0.99487 0.18

---

47
Properties=species:S:1:pos:R:3:lowdin_charge:R:1 method="wB97M-V/def2-TZVPD" gap_ev=9.0188 total_charge=0 e_lumo_ev=0.4 smiles="O=C(NCc1ccco1)c1ccccc1NS(=O)(=O)c1ccc2c(c1)OCCO2" e_homo_ev=-8.6
O -2.08850 -1.40199 2.56946 0.09
C -1.28940 -1.21136 1.67876 -0.44
N -1.22774 -0.04372 0.98297 0.08
C -2.17156 1.03167 1.19070 -0.08
C -3.28467 1.02000 0.18529 -0.25
C -3.33157 0.70502 -1.14222 -0.02
C -4.68235 0.87966 -1.53811 -0.05
C -5.34941 1.28766 -0.42755 -0.12
O -4.51291 1.37295 0.62068 0.05
C -0.24373 -2.20732 1.28703 -0.07
C 0.46746 -2.82787 2.30921 -0.01
C 1.47098 -3.73426 2.02777 -0.07
C 1.75592 -4.04984 0.70827 -0.06
C 1.02918 -3.47846 -0.31848 -0.03
C 0.02308 -2.55645 -0.04250 -0.25
N -0.71203 -2.03327 -1.10904 -0.04
S 0.05980 -1.34901 -2.43409 0.67
O -0.96328 -0.62033 -3.11933 -0.29
O 0.80030 -2.34869 -3.13268 -0.27
C 1.18532 -0.20885 -1.63974 -0.27
C 2.44784 -0.62958 -1.26647 -0.05
C 3.24764 0.21740 -0.52332 0.04
C 2.78819 1.47846 -0.15399 -0.19
C 1.52267 1.91313 -0.57989 -0.19
C 0.71858 1.05008 -1.31531 0.00
O 1.04735 3.15834 -0.28729 -0.02
C 2.05037 4.05374 0.14922 -0.14
C 2.93992 3.37467 1.18802 -0.14
O 3.59418 2.25898 0.61749 -0.01
H -0.50866 0.09766 0.28998 0.10
H -1.63243 1.98538 1.15641 0.13
H -2.61047 0.90088 2.18460 0.13
H -2.53272 0.38817 -1.78325 0.07
H -5.08472 0.71992 -2.51670 0.10
H -6.37660 1.54015 -0.25571 0.12
H 0.21988 -2.57424 3.32897 0.12
H 2.02296 -4.19738 2.83092 0.10
H 2.53488 -4.76077 0.47761 0.11
H 1.21555 -3.73792 -1.34798 0.10
H -1.55862 -1.54171 -0.86342 0.10
H 2.78787 -1.60652 -1.56413 0.11
H 4.23357 -0.07756 -0.20364 0.13
H -0.24700 1.38358 -1.66125 0.13
H 1.53205 4.91553 0.57041 0.14
H 2.66292 4.37065 -0.70469 0.14
H 3.72496 4.04485 1.53975 0.14
H 2.32493 3.04858 2.03725 0.14

---

For reference, energy relative to the best compared isomer or geometry (same formula, charge and spin) by record: 66.4 172.0 61.7 27.6 23.1 0.0 72.1 64.4 10.1 137.2 31.9 kcal per mole.